The following is a quantum chemistry calculation of a 13-piece molecular cluster, C60H140N6O27 overall at a distorted geometry, from OMol25.

Structure (XYZ):
```
233
Properties=species:S:1:pos:R:3:forces:R:3:mulliken_spin:R:1
C -9.8743 -20.1000 13.1629 -0.350 -1.315 0.501 0.000
O -9.9623 -18.8864 13.8385 -0.794 0.609 0.554 0.000
C -9.6020 -17.8448 12.9993 2.067 1.187 0.434 0.001
C -9.9740 -16.4547 13.4930 -1.087 0.493 0.162 0.000
O -9.5390 -16.1462 14.8260 -0.428 -0.715 -0.259 0.009
C -10.0260 -14.9514 15.4103 0.559 0.364 -0.264 0.007
C -9.3096 -13.6767 14.9091 0.359 -0.561 -0.410 -0.007
O -7.9285 -13.7758 15.1691 0.950 -0.707 -0.155 0.020
C -7.1455 -12.6539 14.7482 -0.776 0.400 0.514 -0.003
H -10.0409 -20.8936 13.8913 -0.252 -0.023 0.010 0.000
H -8.8868 -20.3164 12.7553 0.243 0.360 -0.349 0.000
H -10.6529 -20.1766 12.4039 0.114 -0.013 -0.232 0.000
H -9.9508 -17.9852 11.9762 -0.291 0.126 -0.114 0.000
H -8.5122 -17.8406 12.9787 0.557 -0.150 -0.464 0.000
H -11.0521 -16.4180 13.3361 -0.575 0.319 0.882 0.000
H -9.6217 -15.6393 12.8614 0.489 -0.383 -0.598 -0.002
H -9.8446 -15.0607 16.4795 0.245 -0.030 0.156 0.001
H -11.1070 -14.8377 15.3299 -0.200 0.022 -0.420 -0.003
H -9.7074 -12.7850 15.3936 -0.442 0.255 0.155 -0.004
H -9.4148 -13.5540 13.8312 -0.449 0.092 -0.203 0.003
H -7.4806 -11.8930 15.4531 0.563 0.868 -0.088 -0.003
H -7.3005 -12.2682 13.7406 -0.699 -0.346 -0.243 -0.001
H -6.0648 -12.7910 14.7844 -0.239 -0.614 0.537 0.000
C -4.2021 -8.6878 6.8948 1.341 -0.585 -0.103 0.000
O -4.5418 -9.5616 7.9457 -0.420 0.334 0.044 0.000
C -5.4913 -8.9997 8.7973 -0.480 -0.843 0.193 0.000
C -5.8335 -10.0527 9.8334 0.625 -1.157 1.060 0.000
O -4.6857 -10.4228 10.6514 -0.122 0.659 0.521 0.001
C -4.8416 -11.6419 11.3995 0.892 0.937 -0.519 0.001
C -3.7384 -11.7833 12.4863 -1.118 0.463 -1.901 0.000
O -3.8062 -10.7534 13.4252 0.405 -0.932 -0.131 0.000
C -3.0625 -11.0776 14.5858 -1.063 1.458 1.009 0.000
H -4.4498 -7.6362 7.0398 -0.278 -0.020 0.262 0.000
H -4.5970 -9.0427 5.9429 -0.112 0.070 -0.041 0.000
H -3.1161 -8.7797 6.9115 0.146 0.402 -0.749 0.000
H -6.3968 -8.7526 8.2432 -0.484 -0.169 -0.130 0.000
H -5.1708 -8.0245 9.1641 0.376 -0.070 0.625 0.000
H -6.1292 -11.0096 9.4032 -0.182 0.163 -0.936 0.000
H -6.6934 -9.8031 10.4549 0.092 0.552 0.217 -0.002
H -4.6385 -12.4538 10.7011 -0.357 -0.459 -0.105 0.000
H -5.8633 -11.7034 11.7741 -0.105 -0.109 0.337 0.000
H -2.7969 -11.7809 11.9370 0.366 0.107 0.069 0.000
H -3.8559 -12.7803 12.9108 -0.095 -0.098 0.442 0.000
H -3.4348 -10.2887 15.2392 0.476 -0.174 0.601 0.000
H -1.9761 -10.9964 14.5491 0.080 -0.132 -0.642 0.000
H -3.3693 -12.0187 15.0421 0.048 -0.275 -0.242 0.000
C -7.2473 -22.8388 15.6400 0.427 0.769 -2.136 0.000
O -8.5393 -23.1669 15.3000 -1.650 -1.526 -0.037 0.000
C -9.5385 -22.7891 16.2207 -0.823 -1.002 -1.430 0.000
C -10.9347 -23.5265 15.9066 0.455 1.237 0.112 0.000
O -11.4865 -23.3207 14.5856 0.420 -0.394 -0.003 0.000
C -12.8001 -23.9094 14.4488 0.335 -0.018 0.036 0.000
C -12.8404 -25.3467 13.9198 0.046 -0.396 0.677 0.000
O -12.2902 -26.2224 14.8663 0.689 -0.754 0.883 0.000
C -12.2424 -27.5661 14.4321 0.589 -0.250 -0.370 0.000
H -6.7797 -22.9898 14.6671 0.821 -0.160 0.170 0.000
H -6.7124 -23.4453 16.3709 -0.395 0.198 0.503 0.000
H -7.2381 -21.7522 15.7256 0.631 0.263 1.001 0.000
H -9.6075 -21.7054 16.1262 -0.560 0.377 0.238 0.000
H -9.1719 -23.0339 17.2176 -0.525 -0.154 0.377 0.000
H -11.6446 -23.0183 16.5592 -0.087 -0.164 0.559 0.000
H -10.9172 -24.5926 16.1326 0.336 0.047 0.024 0.000
H -13.4157 -23.3157 13.7730 0.404 0.331 -0.288 0.000
H -13.3027 -23.7894 15.4085 -0.117 -0.466 0.183 0.000
H -12.3160 -25.5243 12.9809 0.013 0.585 -0.355 0.000
H -13.8629 -25.7106 13.8184 -0.545 0.647 -0.500 0.000
H -11.6923 -27.6912 13.4995 0.283 0.399 -0.292 0.000
H -13.1993 -28.0385 14.2101 -0.503 0.282 0.411 0.000
H -11.6915 -28.1720 15.1514 -0.258 0.239 0.281 0.000
C -8.4939 -9.4786 12.5811 1.603 1.455 0.117 -0.006
O -7.6598 -8.3069 12.3102 0.895 -0.434 0.121 0.001
C -6.3331 -8.3568 12.8772 1.241 -0.356 -0.151 -0.002
C -5.2009 -7.4736 12.2785 -1.450 0.976 -0.417 0.001
O -5.3103 -6.1977 12.9129 -0.424 -0.465 0.769 0.000
C -4.2406 -5.3077 12.7021 -0.744 0.099 -0.330 0.000
C -4.7246 -3.8597 12.9175 0.305 0.510 -0.176 0.000
O -5.5016 -3.2340 11.8835 -0.567 -0.925 0.181 0.000
C -6.8743 -3.7024 11.7913 0.651 -0.277 0.189 0.000
H -8.7742 -9.4393 13.6337 -0.668 0.103 0.093 0.002
H -7.9203 -10.4004 12.4847 0.004 -0.073 -0.527 0.003
H -9.2933 -9.3907 11.8453 -0.130 -0.408 0.376 -0.001
H -5.8739 -9.3451 12.8547 -0.568 -0.558 -0.332 0.000
H -6.2788 -8.0846 13.9312 -0.695 0.165 0.293 0.000
H -5.2775 -7.2825 11.2081 -0.466 -0.265 -0.345 0.001
H -4.2149 -7.9324 12.3528 0.016 -0.246 0.780 0.000
H -3.8885 -5.5536 11.7003 0.362 0.855 -0.368 0.000
H -3.4211 -5.5310 13.3853 0.167 0.102 0.273 0.000
H -3.8658 -3.2144 13.1021 0.422 -0.004 -0.825 0.000
H -5.1835 -3.6969 13.8926 -0.772 -0.792 0.142 0.000
H -6.9361 -4.7892 11.7365 0.250 -0.025 0.068 0.000
H -7.3523 -3.3176 10.8904 0.409 0.344 0.021 0.000
H -7.4736 -3.4075 12.6526 0.113 0.260 0.205 0.000
C -15.8280 -14.0960 16.0385 1.314 0.289 0.582 0.000
O -15.6670 -15.4332 15.5742 0.263 0.290 -0.649 0.000
C -14.3996 -15.6692 14.9266 -0.185 -0.731 0.052 0.000
C -14.3032 -17.0797 14.3455 -1.930 -1.179 1.590 0.000
O -14.3116 -18.0652 15.4637 1.035 0.339 -1.410 0.000
C -13.0111 -18.5730 15.8231 -0.308 0.998 0.906 0.000
C -13.1199 -19.8356 16.6841 -1.614 -0.786 -2.365 0.000
O -13.5715 -20.8814 15.7737 -1.130 -0.792 0.266 0.000
C -15.0052 -20.9180 15.4257 1.069 0.351 -0.730 0.000
H -15.7098 -13.3007 15.3027 -0.525 -0.290 -0.738 0.000
H -15.0180 -13.8199 16.7136 0.502 -0.368 0.369 0.000
H -16.7023 -13.9231 16.6661 -0.407 -0.660 -0.585 0.000
H -13.6052 -15.6645 15.6729 0.239 0.643 0.238 0.000
H -14.1994 -14.9774 14.1084 -0.073 0.511 0.122 0.000
H -13.5538 -17.2502 13.5727 0.781 0.170 0.554 0.000
H -15.2154 -17.3327 13.8050 -0.326 0.228 0.107 0.000
H -12.5232 -17.7916 16.4058 0.354 0.261 0.302 0.000
H -12.3729 -18.7267 14.9530 -0.107 -0.427 -0.153 0.000
H -13.8723 -19.7973 17.4718 0.239 0.575 0.307 0.000
H -12.1577 -20.1937 17.0504 0.006 0.287 0.034 0.000
H -15.7266 -20.9179 16.2428 0.419 0.420 0.420 0.000
H -15.2532 -21.8089 14.8487 0.745 -0.466 0.242 0.000
H -15.1889 -20.1220 14.7041 -0.278 0.291 0.473 0.000
C -7.7948 -5.9183 9.1367 -1.233 -0.586 1.291 0.000
O -8.8367 -6.8719 8.7752 1.002 -0.281 0.427 0.000
C -9.8536 -7.0814 9.7705 -0.234 0.311 -0.961 0.000
C -10.8496 -8.1560 9.2600 1.228 -0.477 0.600 0.000
O -10.3618 -9.5240 9.3821 -2.423 1.144 1.766 0.000
C -9.3076 -10.0016 8.6736 1.217 -0.490 -0.908 0.000
C -9.1052 -11.4949 8.9864 0.249 0.161 1.182 0.000
O -8.5746 -11.7446 10.3276 -0.027 -1.253 -0.602 0.000
C -8.2368 -13.1634 10.5501 0.544 2.064 0.291 0.000
H -8.2909 -4.9511 9.2165 0.445 0.362 -0.443 0.000
H -6.8794 -5.9548 8.5461 -0.716 -0.036 -0.854 0.000
H -7.4028 -6.1184 10.1339 -0.270 -0.350 0.341 0.000
H -10.3742 -6.1386 9.9384 -0.535 0.293 -0.421 0.000
H -9.5158 -7.2726 10.7890 0.753 -0.728 -0.118 0.000
H -11.2088 -7.9642 8.2489 0.321 0.110 -0.192 0.000
H -11.7215 -8.1428 9.9140 0.021 0.019 0.044 0.000
H -8.4424 -9.3528 8.8096 0.478 -0.401 0.288 0.000
H -9.4970 -9.9446 7.6016 -0.167 -0.138 -0.459 0.000
H -8.4520 -11.9295 8.2297 0.182 -0.059 -0.018 0.000
H -10.0630 -12.0150 8.9837 -0.265 0.125 -0.490 0.000
H -7.4337 -13.4586 9.8748 -0.294 -0.268 -0.420 0.000
H -9.0743 -13.8598 10.5927 -0.275 0.165 -0.479 0.000
H -7.7638 -13.1726 11.5321 -0.110 0.024 0.208 0.000
C -13.8254 -11.3784 17.5540 0.564 -0.492 -1.261 -0.001
O -13.0825 -11.4101 16.3132 -0.575 -0.270 0.737 0.006
C -13.1271 -10.1636 15.6050 1.766 -0.432 1.574 -0.001
C -12.1497 -10.2909 14.4491 -1.768 -0.452 -0.613 -0.001
O -12.7852 -11.1514 13.5432 0.186 -0.304 -2.149 0.001
C -12.0119 -11.2756 12.3148 -0.638 -0.609 -0.222 0.000
C -12.8094 -11.9481 11.1442 0.295 0.112 1.621 0.000
O -13.3506 -13.1798 11.5419 -0.216 -2.242 -0.106 0.000
C -12.5310 -14.3797 11.2832 -0.474 1.770 -0.102 0.001
H -13.4500 -10.5864 18.2020 -0.129 0.200 0.154 0.000
H -13.6764 -12.3581 18.0081 0.057 0.078 0.127 0.001
H -14.8949 -11.2752 17.3705 -0.062 0.282 0.033 0.000
H -12.6279 -9.4774 16.2891 -0.301 0.814 0.167 0.000
H -14.1633 -9.8605 15.4554 0.163 0.055 -0.709 0.000
H -11.2126 -10.7570 14.7538 0.296 0.196 0.477 0.000
H -11.9587 -9.3333 13.9646 0.139 0.314 0.184 0.000
H -11.1257 -11.8518 12.5809 0.393 0.018 -0.225 -0.001
H -11.7448 -10.2964 11.9174 0.337 0.239 0.230 0.000
H -12.2322 -12.0920 10.2309 0.424 0.467 0.069 0.000
H -13.6251 -11.2517 10.9497 -0.269 -0.282 -0.219 0.000
H -11.5363 -14.1618 11.6719 0.202 -0.422 0.088 0.000
H -12.4659 -14.6305 10.2245 0.064 0.491 -0.318 0.000
H -12.9710 -15.2816 11.7089 -0.193 0.473 0.608 0.000
C -8.4558 -9.9907 17.8294 0.036 1.653 -0.838 -0.117
O -9.1034 -8.9996 17.5171 0.791 -1.662 0.675 0.323
N -9.0599 -11.1515 18.2978 -1.668 -1.859 1.768 0.675
C -8.2664 -12.4134 18.4016 -0.375 0.376 1.808 0.035
C -10.4451 -11.1605 18.8746 -0.204 0.774 -0.812 -0.013
H -7.3637 -10.1247 17.7906 -0.029 0.342 -0.298 -0.024
H -8.4344 -13.0526 17.5348 0.382 0.100 -0.289 0.005
H -8.5156 -12.9415 19.3219 -1.573 -0.244 -0.208 0.014
H -7.2579 -12.2998 18.7994 0.722 1.005 -1.615 -0.003
H -10.5336 -11.6379 19.8505 0.660 -0.134 -0.127 0.021
H -10.9385 -10.1886 18.8861 1.008 0.566 0.273 0.011
H -11.2012 -11.6064 18.2284 0.460 -1.005 -0.691 0.050
C -11.7966 -23.7085 9.4110 0.657 0.136 -0.074 0.000
O -11.8811 -24.8781 9.6935 -0.129 -0.379 -0.003 0.000
N -11.4725 -22.7192 10.2642 0.255 1.527 0.140 0.000
C -11.5219 -21.3106 9.8254 0.930 -0.391 0.375 0.000
C -10.9221 -22.9228 11.6018 -0.248 -0.564 -0.185 0.000
H -11.8462 -23.2944 8.3920 -0.539 -0.286 -0.249 0.000
H -11.6241 -21.1600 8.7507 -0.718 -0.468 0.058 0.000
H -10.5560 -20.8340 9.9925 0.323 -0.097 0.369 0.000
H -12.2306 -20.7354 10.4213 -0.358 -0.070 -0.267 0.000
H -11.6082 -22.5924 12.3816 0.222 0.299 -0.061 0.000
H -10.7136 -23.9707 11.8174 -0.284 -0.066 -0.400 0.000
H -9.9504 -22.4318 11.6556 -0.092 0.316 0.169 0.000
C -5.1144 -16.0408 9.4165 2.342 0.814 -1.239 0.000
O -4.4721 -15.5501 8.4457 -1.948 -1.280 3.238 0.000
N -4.7605 -16.0190 10.7586 0.550 0.029 -0.974 0.000
C -3.5150 -15.3887 11.2413 -0.934 1.308 -0.082 0.000
C -5.5898 -16.6765 11.7728 0.007 0.760 -0.771 0.001
H -6.0308 -16.6390 9.2960 -0.103 0.241 -0.268 0.000
H -3.2120 -14.5887 10.5658 0.170 -0.545 -0.594 0.000
H -2.6611 -16.0102 11.5110 -0.307 -0.466 -0.341 0.000
H -3.7640 -14.7786 12.1095 -0.165 -0.407 0.473 0.000
H -6.5460 -16.9872 11.3519 0.180 -0.321 -0.330 0.000
H -5.0515 -17.5279 12.1891 -0.213 0.124 0.297 0.000
H -5.8809 -15.9126 12.4939 0.361 -0.251 0.602 -0.001
C -4.8962 -12.7715 17.4438 0.756 1.467 0.982 0.000
O -4.7016 -11.5347 17.4195 -0.605 -1.996 -0.280 0.000
N -4.3503 -13.6020 18.3669 0.070 -0.787 -0.711 0.000
C -4.9304 -14.9685 18.5593 0.439 1.588 0.313 -0.001
C -3.3431 -13.1321 19.3243 -1.061 0.475 1.138 0.000
H -5.5419 -13.3281 16.7471 -0.042 0.207 -0.008 -0.002
H -4.1086 -15.6732 18.4322 -0.553 -0.380 0.034 0.000
H -5.8085 -15.1219 17.9320 0.611 -0.057 -0.643 0.001
H -5.3795 -14.9809 19.5524 0.510 -0.313 0.442 0.000
H -2.9431 -12.1509 19.0687 -0.252 -0.208 -0.277 0.000
H -3.8881 -13.0452 20.2643 -0.059 0.540 0.341 0.000
H -2.5266 -13.7709 19.6609 -0.009 -0.663 -1.149 0.000
C -11.2548 -19.0870 20.0665 0.571 -0.005 0.665 0.000
O -11.8567 -18.7020 21.0305 -0.885 0.102 0.876 0.000
N -10.8877 -18.3011 19.0571 -0.554 0.387 -2.197 0.000
C -9.9512 -18.7765 18.0733 1.109 0.286 1.041 0.000
C -11.1371 -16.8712 18.9565 0.195 -0.602 0.032 0.000
H -10.8203 -20.0956 19.9886 -0.273 -0.238 -0.121 0.000
H -8.9940 -18.3699 18.3998 0.581 0.185 -0.238 0.000
H -10.1045 -18.3789 17.0700 -0.544 -0.486 -0.077 0.000
H -9.7928 -19.8498 18.1778 -0.439 -0.072 -0.557 0.000
H -11.3134 -16.5922 17.9177 -0.189 -0.230 -0.154 0.000
H -11.9999 -16.5574 19.5441 0.424 -0.045 0.275 0.000
H -10.1747 -16.4253 19.2078 -0.162 0.744 0.495 0.000
C -6.4719 -16.4555 15.6198 0.878 0.602 0.011 0.001
O -5.5488 -15.6740 15.3797 -0.901 0.309 0.202 0.000
N -6.3350 -17.7582 15.4921 0.928 -3.678 -0.409 0.000
C -7.3999 -18.7282 15.8116 -0.496 0.686 0.523 0.000
C -5.1079 -18.4236 14.9059 -0.894 0.491 0.782 0.000
H -7.4922 -16.2409 15.9736 0.228 0.696 -0.006 -0.001
H -8.1711 -18.2767 16.4357 -0.040 0.655 -0.655 0.000
H -7.1463 -19.5347 16.4996 1.065 -0.151 -0.331 0.000
H -7.8757 -19.1508 14.9267 0.136 0.069 -0.010 0.000
H -5.4529 -19.0489 14.0825 0.184 0.246 -0.276 0.000
H -4.3331 -17.7029 14.6444 -0.457 0.084 -0.228 0.000
H -4.6562 -19.1110 15.6212 -0.208 0.067 0.307 0.000
```
Forces are in eV/Å.

Values from the calculation:
Highest occupied orbital energy (spin up / spin down) ... -10.596 / -10.596 eV
HOMO-LUMO gap (spin up / spin down) ... 7.126 / 2.239 eV
E_LUMO (spin up / spin down) ... -0.1275 / -0.3071 Eh
⟨S²⟩ ... 0.774
Total charge ... +1
Spin multiplicity ... 2